(1)
{"formula": "C34H44N5", "method": "the ωB97M-V functional and the def2-TZVPD basis", "elements": ["C", "C", "C", "N", "N", "N", "C", "C", "C", "C", "C", "C", "C", "C", "C", "C", "C", "C", "C", "C", "C", "C", "C", "C", "C", "N", "C", "C", "C", "C", "C", "C", "C", "C", "N", "C", "C", "C", "C", "H", "H", "H", "H", "H", "H", "H", "H", "H", "H", "H", "H", "H", "H", "H", "H", "H", "H", "H", "H", "H", "H", "H", "H", "H", "H", "H", "H", "H", "H", "H", "H", "H", "H", "H", "H", "H", "H", "H", "H", "H", "H", "H", "H"], "xyz": [[1.908, -2.816, 0.991], [3.117, -2.005, 0.572], [4.360, -2.250, 1.401], [2.868, -0.573, 0.755], [3.597, -0.017, 1.709], [3.428, 1.292, 1.576], [3.887, 2.113, 2.746], [5.362, 1.894, 3.061], [3.060, 1.760, 3.965], [2.511, 1.552, 0.589], [2.230, 2.923, 0.232], [0.914, 3.375, 0.423], [0.610, 4.704, 0.160], [1.610, 5.572, -0.296], [2.928, 5.125, -0.487], [3.252, 3.807, -0.197], [2.067, 0.343, 0.087], [1.251, -0.106, -1.097], [-0.173, 0.326, -1.486], [-1.200, -0.231, -0.524], [-1.131, -0.174, 0.821], [-2.167, -0.654, 1.733], [-2.141, -0.193, 3.072], [-3.066, -0.623, 3.988], [-4.060, -1.576, 3.634], [-4.889, -2.140, 4.609], [-6.217, -1.667, 4.926], [-4.643, -3.456, 5.156], [-4.146, -1.965, 2.270], [-3.219, -1.514, 1.339], [-0.529, -0.015, -3.022], [0.042, 0.722, -4.074], [-0.319, 0.511, -5.407], [-1.304, -0.442, -5.781], [-1.647, -0.697, -7.125], [-1.194, -1.860, -7.855], [-2.779, -0.107, -7.805], [-1.867, -1.183, -4.717], [-1.430, -1.019, -3.392], [2.102, -3.887, 0.876], [1.676, -2.638, 2.046], [1.031, -2.567, 0.391], [3.332, -2.157, -0.493], [4.691, -3.285, 1.362], [5.179, -1.624, 1.032], [4.197, -1.978, 2.449], [3.730, 3.153, 2.462], [5.608, 2.326, 4.040], [5.612, 0.829, 3.099], [6.010, 2.382, 2.328], [3.390, 2.321, 4.846], [2.005, 1.989, 3.796], [3.154, 0.692, 4.189], [0.190, 2.671, 0.835], [-0.410, 5.055, 0.316], [1.361, 6.613, -0.520], [3.699, 5.803, -0.855], [4.273, 3.430, -0.285], [1.867, 0.063, -1.996], [1.243, -1.211, -1.043], [-0.352, 1.422, -1.456], [-2.042, -0.750, -1.010], [-0.239, 0.268, 1.313], [-1.360, 0.515, 3.340], [-3.037, -0.248, 5.013], [-6.389, -0.655, 4.548], [-6.981, -2.343, 4.512], [-6.345, -1.672, 6.017], [-3.617, -3.780, 4.958], [-4.812, -3.425, 6.240], [-5.345, -4.190, 4.734], [-4.956, -2.630, 1.959], [-3.290, -1.841, 0.300], [0.774, 1.498, -3.850], [0.129, 1.095, -6.213], [-0.283, -2.279, -7.416], [-1.965, -2.650, -7.898], [-0.986, -1.565, -8.895], [-3.098, 0.834, -7.345], [-2.493, 0.083, -8.849], [-3.640, -0.798, -7.839], [-2.662, -1.900, -4.944], [-1.830, -1.703, -2.641]], "forces_ev_per_a": [[-0.2, -0.3, 0.2], [0.1, -0.5, 0.0], [0.7, -0.8, 0.2], [-0.2, 1.7, 1.1], [-0.5, 1.6, -1.3], [-0.7, -2.0, 0.3], [0.5, 0.4, 0.2], [0.4, 0.0, -0.3], [-0.6, -0.2, 0.1], [0.4, 0.1, 0.4], [-0.5, 1.4, -0.2], [0.7, 0.0, -0.1], [0.1, 0.2, -0.1], [0.0, -0.1, -0.2], [-0.4, 0.0, 0.2], [-0.7, -0.7, 0.2], [1.1, -0.3, 0.1], [0.8, -0.8, -1.3], [-1.2, 0.5, -0.7], [-0.1, -0.6, 0.4], [0.5, 0.1, -1.1], [-0.8, -0.2, 0.8], [0.3, -0.2, -1.3], [-1.0, -0.7, 0.4], [0.7, 0.4, -1.1], [-0.2, 0.1, 0.9], [0.1, 0.0, -0.2], [0.1, 0.1, -0.3], [0.1, 0.2, 0.7], [0.6, 0.4, 0.2], [0.5, -0.3, 0.6], [-0.2, 0.1, 0.1], [-0.5, -0.4, -0.4], [0.2, -0.2, 1.4], [0.3, 0.5, -0.7], [0.1, -0.2, 0.3], [-0.2, 0.2, 0.2], [0.4, 0.2, -0.3], [-0.3, 0.0, 0.1], [0.1, 0.2, -0.1], [0.0, 0.0, -0.1], [0.0, -0.1, 0.2], [0.0, 0.1, 0.2], [-0.2, -0.1, -0.2], [0.0, -0.2, 0.1], [0.0, -0.4, -0.3], [-0.1, -0.1, -0.1], [-0.2, -0.1, -0.3], [-0.1, 0.1, 0.0], [-0.1, -0.2, 0.0], [0.0, 0.0, -0.3], [0.0, -0.1, 0.1], [0.0, 0.2, 0.0], [0.0, 0.3, -0.2], [0.3, 0.0, -0.1], [0.1, -0.4, 0.1], [-0.3, -0.1, 0.2], [-0.2, 0.2, -0.1], [0.1, 0.2, 0.3], [-0.2, 0.5, 0.0], [0.7, -0.4, 0.0], [0.2, 0.6, 0.6], [-0.6, -0.1, -0.3], [-0.1, -0.1, 0.1], [0.0, -0.2, -0.2], [0.1, -0.2, 0.0], [-0.1, 0.2, 0.0], [-0.1, 0.1, -0.1], [-0.2, 0.1, 0.0], [0.1, -0.1, -0.1], [0.1, -0.1, 0.0], [0.3, 0.1, 0.2], [0.0, 0.0, 0.3], [-0.1, -0.1, 0.0], [0.0, -0.1, 0.3], [-0.1, 0.1, -0.1], [0.2, 0.0, 0.1], [0.1, -0.1, 0.2], [0.1, -0.2, 0.0], [-0.1, 0.1, 0.2], [0.0, 0.2, 0.1], [0.4, 0.1, 0.1], [0.0, 0.3, -0.2]], "homo_lumo_gap_ev": 6.9, "total_charge": 1, "lumo_energy_ev": -2.84, "energy_ha": -1595.4455, "homo_energy_ev": -9.76, "smiles": "CC(C)n1n[n+](C(C)C)c(-c2ccccc2)c1C[C@H](/C=C/c1ccc(N(C)C)cc1)c1ccc(N(C)C)cc1"}



(2)
{"formula": "C34H45N10O3PdS2", "method": "the ωB97M-V functional and the def2-TZVPD basis", "elements": ["Pd", "C", "N", "C", "S", "N", "C", "H", "H", "H", "H", "H", "H", "H", "H", "N", "C", "C", "C", "N", "C", "C", "H", "H", "H", "H", "H", "H", "C", "C", "C", "C", "C", "C", "N", "H", "H", "H", "H", "H", "H", "H", "H", "C", "C", "C", "C", "C", "C", "C", "S", "O", "O", "O", "H", "H", "H", "H", "H", "H", "H", "C", "N", "C", "N", "C", "N", "C", "N", "C", "C", "H", "H", "H", "H", "H", "H", "H", "H", "H", "H", "H", "H", "N", "C", "C", "C", "C", "C", "C", "C", "H", "H", "H", "H"], "xyz": [[-0.939, 0.795, 0.180], [-2.589, 2.429, 5.679], [-2.239, 2.997, 4.361], [-1.606, 2.275, 3.402], [-2.050, 2.507, 1.760], [-0.662, 1.407, 3.702], [0.029, 1.268, 4.978], [-3.481, 2.944, 6.018], [-1.848, 2.615, 6.444], [-2.785, 1.350, 5.617], [-2.893, 3.677, 3.985], [-0.254, 0.823, 2.989], [0.166, 2.247, 5.472], [0.992, 0.885, 4.781], [-0.452, 0.566, 5.688], [-2.251, -4.491, 2.946], [-2.164, -3.263, 2.333], [-2.718, -2.102, 2.912], [-2.501, -0.918, 2.256], [-1.782, -0.828, 1.122], [-1.275, -1.931, 0.607], [-1.455, -3.184, 1.128], [-2.720, -4.597, 3.849], [-1.767, -5.301, 2.623], [-3.240, -2.158, 3.851], [-2.865, 0.021, 2.708], [-0.698, -1.787, -0.301], [-0.941, -4.008, 0.704], [1.448, 3.029, 1.144], [0.944, 3.302, -0.207], [1.448, 4.359, -1.054], [0.743, 4.268, -2.206], [-0.162, 3.155, -2.065], [-1.172, 2.788, -3.090], [0.013, 2.569, -0.842], [1.528, 3.958, 1.710], [2.465, 2.676, 1.072], [0.830, 2.365, 1.709], [2.190, 5.089, -0.776], [0.792, 4.909, -3.071], [-0.719, 2.880, -4.081], [-2.005, 3.481, -3.100], [-1.568, 1.812, -2.922], [7.659, -1.062, 2.215], [6.164, -0.917, 2.174], [5.358, -1.293, 3.250], [3.974, -1.223, 3.165], [3.393, -0.767, 1.982], [4.157, -0.429, 0.894], [5.544, -0.454, 1.020], [1.657, -0.997, 1.720], [1.545, -2.270, 1.026], [0.958, -0.940, 3.027], [1.180, 0.140, 0.822], [8.004, -1.123, 3.251], [8.161, -0.227, 1.737], [8.011, -1.996, 1.779], [5.798, -1.638, 4.165], [3.314, -1.480, 3.990], [3.681, -0.138, -0.043], [6.191, -0.239, 0.166], [-0.380, -0.357, -4.087], [0.015, -0.974, -2.803], [1.489, -0.916, -2.724], [2.145, -1.539, -3.888], [1.654, -0.908, -5.119], [0.226, -0.995, -5.286], [-0.152, -2.425, -5.279], [0.310, -3.092, -4.054], [-0.309, -2.430, -2.889], [1.774, -2.932, -3.929], [0.011, 0.663, -4.073], [-1.470, -0.337, -4.113], [1.771, -1.455, -1.805], [1.821, 0.114, -2.663], [2.142, -1.362, -6.007], [1.937, 0.136, -5.108], [0.284, -2.893, -6.192], [-1.216, -2.519, -5.294], [0.067, -2.911, -1.994], [-1.388, -2.544, -2.899], [2.213, -3.396, -4.802], [2.081, -3.458, -3.029], [-8.258, 0.457, -2.433], [-7.134, 0.548, -2.217], [-5.750, 0.663, -1.969], [-4.961, -0.468, -2.153], [-3.601, -0.330, -1.941], [-3.082, 0.869, -1.567], [-3.871, 1.998, -1.419], [-5.230, 1.903, -1.627], [-5.384, -1.418, -2.478], [-2.980, -1.197, -2.015], [-3.435, 2.930, -1.074], [-5.880, 2.755, -1.421]], "forces_ev_per_a": [[0.7, 1.5, 0.1], [-0.2, 0.1, -0.2], [0.1, -0.4, -0.2], [0.1, 0.0, -0.1], [0.0, 0.0, -0.3], [0.1, 0.0, 1.0], [-0.8, 0.6, 1.1], [-0.2, -0.1, -0.1], [0.4, 0.0, 0.0], [0.0, 0.4, -0.1], [0.2, -0.3, 0.1], [0.0, -0.3, -0.4], [-0.2, -0.4, -0.3], [1.0, -0.5, -0.4], [0.0, 0.4, -0.5], [-0.9, 0.9, 1.0], [0.3, -1.7, 0.5], [0.4, -0.3, -0.9], [-0.2, 0.6, 0.7], [-0.7, 0.2, 0.8], [0.1, -1.0, -0.9], [-0.4, 1.3, 0.6], [0.4, 0.2, -0.8], [0.2, -0.1, -0.4], [-0.2, 0.1, 0.1], [0.2, -0.5, -0.6], [0.1, -0.2, 0.1], [0.2, -0.7, -0.3], [0.0, 0.9, 0.2], [0.4, 0.0, 0.0], [-0.4, -0.1, 0.0], [-0.1, 0.0, -0.1], [0.1, 0.3, 0.2], [0.8, 0.5, 0.0], [-0.5, -0.1, -0.4], [-0.1, 0.2, -0.1], [0.4, -0.5, 0.0], [-0.1, -0.5, 0.1], [0.0, -0.1, 0.0], [0.0, 0.0, -0.1], [0.0, -0.2, 0.1], [-0.2, 0.3, 0.2], [-0.1, -0.7, -0.1], [0.1, -0.2, 0.8], [-0.2, -0.1, 0.0], [-0.4, 0.2, -0.2], [-0.2, 0.4, -0.2], [-0.5, -0.4, 0.3], [0.7, 0.5, -0.5], [0.1, -0.4, -0.6], [-1.6, -0.1, 0.2], [0.1, 0.5, 0.2], [0.7, 0.2, -1.1], [0.2, -0.4, 0.5], [0.0, 0.2, 0.0], [0.1, 0.0, -0.1], [-0.2, 0.0, -0.4], [0.3, -0.2, 0.3], [0.3, -0.1, -0.1], [0.1, -0.1, 0.2], [-0.3, 0.2, 0.2], [0.6, 0.1, -0.1], [0.2, -0.6, -0.4], [0.2, -0.4, 0.1], [0.0, 0.4, 0.3], [0.9, -0.1, -0.5], [-1.3, -0.3, 0.9], [1.1, 0.1, -0.1], [-0.2, 0.1, 0.3], [0.4, 0.3, -0.4], [-0.9, -0.3, -0.2], [-0.2, 0.0, 0.0], [0.0, -0.1, -0.4], [0.2, 0.2, -0.3], [0.0, 0.3, 0.1], [-0.2, 0.1, 0.6], [0.1, 0.4, 0.1], [-0.3, 0.1, 0.7], [-0.8, 0.0, -0.3], [0.1, -0.1, 0.2], [-0.3, -0.1, -0.3], [0.3, -0.2, -0.2], [0.2, 0.0, 0.1], [0.0, 0.0, 0.0], [-1.2, 0.0, -0.2], [0.1, -0.3, -0.4], [0.0, 0.4, 0.1], [0.6, -0.9, 0.0], [-1.3, 0.6, 0.0], [1.2, 0.4, 0.4], [0.0, 0.0, 0.6], [0.0, 0.3, 0.2], [0.4, -0.4, -0.2], [-0.1, 0.1, -0.2], [0.2, -0.3, -0.3]], "homo_lumo_gap_ev": [8.5, 5.4], "e_above_lowest_kcal_mol": 8.7, "multiplicity": 5, "total_charge": 1, "lumo_energy_ev": [-2.13, -5.29], "energy_ha": -3019.7933, "s_squared": 6.02, "homo_energy_ev": [-10.67, -10.67]}